(1)
C17H25MoN2O2S8 | the ωB97M-V functional and the def2-TZVPD basis

```
55
Properties=species:S:1:pos:R:3
Mo -0.5187 0.5071 -0.0214
C 2.6149 -2.0985 1.8823
C 2.2709 -0.8492 2.6696
S 0.7127 0.0194 2.2306
C -0.5669 -0.9399 3.1251
C -1.0448 -2.2122 2.4551
S -1.5366 -2.0291 0.6922
C -0.7865 -3.5899 0.0720
C -0.6916 -3.5937 -1.4362
S 0.3454 -2.2326 -2.0719
C 2.0021 -2.9876 -2.1136
C 2.6960 -3.1933 -0.7800
S 2.8094 -1.6032 0.1249
H 1.8468 -2.8668 1.9725
H 3.5642 -2.4990 2.2481
H 3.0321 -0.0883 2.4889
H 2.2091 -1.0517 3.7399
H -1.3970 -0.2423 3.2521
H -0.1570 -1.1760 4.1092
H -1.9361 -2.5753 2.9710
H -0.2768 -2.9836 2.5013
H -1.4268 -4.4026 0.4172
H 0.1998 -3.6859 0.5225
H -1.6777 -3.4534 -1.8804
H -0.2692 -4.5359 -1.7874
H 2.5733 -2.2883 -2.7248
H 1.9078 -3.9387 -2.6375
H 3.7092 -3.5530 -0.9682
H 2.1839 -3.9187 -0.1511
S 2.9233 3.2486 -1.6064
C 1.6697 2.3318 -1.0920
S 1.3977 0.6722 -1.4968
S 0.3928 2.8353 -0.0474
N -5.6121 3.0457 -4.2987
C -4.8576 1.9465 -4.4192
S -5.1333 0.9044 -5.6781
C -3.8143 1.6643 -3.4363
C -3.5416 2.4858 -2.3343
C -2.5571 2.1333 -1.4421
N -1.8245 1.0135 -1.5404
C -2.0471 0.2477 -2.6187
C -3.0001 0.5300 -3.5666
H -6.3244 3.2074 -4.9941
H -5.4954 3.7231 -3.5640
H -4.0759 3.4035 -2.1547
H -2.3199 2.7937 -0.6195
H -1.4165 -0.6288 -2.7176
H -3.1381 -0.1225 -4.4162
C -2.8705 2.8237 2.8394
O -1.6872 2.5050 2.0837
C -1.6775 1.4561 1.3457
O -2.5328 0.5950 1.1990
H -3.1001 3.8701 2.6452
H -2.6559 2.6802 3.8984
H -3.6925 2.1821 2.5205
```

Output
HOMO-LUMO gap (spin up / spin down) = 6.51 / 6.02 eV
F_max = 1.93 eV/A
Calculated total energy = -4176.264857 hartree
HOMO level (spin up / spin down) = -10.23 / -10.20 eV
Spin multiplicity = 3
⟨S²⟩ = 2.040
Total charge = +1

Löwdin charges, unit e, in atom order:
1 Mo 0.9578
2 C -0.4998
3 C -0.4702
4 S 0.8587
5 C -0.4620
6 C -0.4553
7 S 0.8719
8 C -0.4874
9 C -0.4934
10 S 0.7871
11 C -0.5075
12 C -0.4960
13 S 0.8180
14 H 0.0556
15 H 0.0894
16 H 0.0833
17 H 0.0913
18 H 0.0663
19 H 0.0958
20 H 0.0920
21 H 0.0682
22 H 0.0949
23 H 0.0475
24 H 0.0782
25 H 0.0918
26 H 0.0783
27 H 0.0866
28 H 0.0838
29 H 0.0655
30 S 0.5940
31 C -1.7749
32 S 0.4252
33 S 0.5972
34 N 0.0948
35 C -0.8007
36 S 0.7343
37 C -0.1973
38 C 0.0336
39 C -0.1141
40 N -0.1339
41 C -0.0971
42 C -0.0061
43 H 0.1055
44 H 0.0990
45 H 0.1154
46 H 0.0874
47 H 0.0412
48 H 0.0823
49 C 0.0119
50 O -0.0704
51 C -0.7689
52 O -0.0602
53 H 0.1064
54 H 0.1067
55 H 0.0980

(2)
C17H25N2O | the ωB97M-V functional and the def2-TZVPD basis

```
45
Properties=species:S:1:pos:R:3
C 0.1366 1.7715 2.4500
C -0.1447 0.3257 2.4578
N -1.3377 -0.1595 2.4727
C -1.2988 -1.5647 2.4694
C 0.1757 -1.9893 2.4587
N 0.8475 -0.6893 2.4464
C 2.2383 -0.5179 2.4310
C 3.1199 -1.7175 2.4325
O 2.7379 0.5877 2.4186
H 1.2103 1.9582 2.4489
H -0.2941 2.2353 1.5630
H -0.2931 2.2453 3.3321
H -1.8277 -1.9438 3.3545
H -1.8334 -1.9364 1.5851
H 0.4623 -2.5505 3.3545
H 0.4464 -2.5601 1.5640
H 2.5527 -2.6458 2.4292
H 3.7619 -1.7120 1.5534
H 3.7555 -1.7140 3.3162
C -4.6317 0.3674 1.3515
C -4.5540 1.7144 0.7562
C -4.1810 2.0660 -0.5303
C -4.0454 3.4691 -0.8312
C -4.2151 4.5115 0.2227
C -3.7152 3.8657 -2.1044
C -3.5001 2.9519 -3.1275
C -3.1726 3.4285 -4.4961
C -3.5979 1.5938 -2.8446
C -3.9196 1.1215 -1.5922
C -4.0092 -0.3564 -1.4151
H -4.8010 0.4188 2.4296
H -5.4489 -0.2169 0.9268
H -3.6968 -0.1736 1.2090
H -4.8051 2.5224 1.4232
H -4.0267 5.5107 -0.1740
H -5.2292 4.5064 0.6252
H -3.5144 4.3489 1.0437
H -3.6155 4.9144 -2.3191
H -3.0506 2.5942 -5.1882
H -3.9687 4.0687 -4.8792
H -2.2450 4.0024 -4.4918
H -3.4225 0.8920 -3.6409
H -3.8386 -0.8839 -2.3556
H -3.2578 -0.7197 -0.7141
H -4.9991 -0.6507 -1.0674
```

Output
HOMO-LUMO gap = 5.70 eV
F_max = 2.48 eV/A
Calculated total energy = -847.276813 hartree
HOMO level = -11.16 eV
Total charge = +1

Löwdin charges, unit e, in atom order:
1 C 0.0002
2 C -0.3091
3 N 0.0605
4 C -0.2211
5 C -0.1133
6 N 0.0312
7 C -0.4500
8 C 0.0160
9 O 0.0617
10 H 0.0658
11 H 0.0818
12 H 0.0919
13 H 0.1186
14 H 0.1022
15 H 0.1265
16 H 0.1238
17 H 0.0628
18 H 0.0994
19 H 0.1010
20 C -0.0437
21 C 0.0805
22 C -0.1072
23 C -0.1623
24 C -0.0271
25 C 0.0208
26 C -0.1980
27 C -0.0086
28 C 0.0227
29 C -0.1343
30 C -0.0188
31 H 0.0999
32 H 0.1048
33 H 0.0628
34 H 0.1185
35 H 0.0943
36 H 0.1015
37 H 0.1015
38 H 0.1318
39 H 0.0906
40 H 0.1064
41 H 0.1065
42 H 0.1263
43 H 0.0958
44 H 0.0905
45 H 0.0950

(3)
C17H25N3O2 | the ωB97M-V functional and the def2-TZVPD basis

```
47
Properties=species:S:1:pos:R:3
O -1.1422 0.0841 0.5838
O 1.9323 0.4799 -1.9773
C -0.3720 0.3612 -0.2730
C 2.0105 0.0846 -0.8294
C -2.0925 1.8156 -3.2029
C -3.2822 2.3221 -3.7227
C -2.9954 1.8880 -0.9988
C -1.9233 1.5873 -1.8456
C -4.3684 2.5759 -2.8614
C -4.2436 2.3262 -1.4750
N 0.9248 0.0760 0.0272
N -0.6965 1.0886 -1.4220
N 3.3154 -1.1261 1.0073
C -5.7058 3.0045 -3.4796
C -5.3182 2.5212 -0.4091
C 3.3695 -0.2934 -0.2314
C 1.1443 -2.2949 2.7331
C 4.5144 -1.2367 1.8637
C 2.7043 -2.4710 0.7925
C 4.1381 -1.7568 3.2302
C 3.4824 -3.1212 3.1675
C 2.3219 -3.1445 2.1358
H -1.2701 1.6100 -3.8719
H -3.4270 2.4781 -4.8052
H -2.8065 1.7520 0.0898
H 1.0691 -0.3670 0.9162
H 0.1019 1.1949 -2.0903
H -6.1524 3.8359 -2.9169
H -5.5633 3.3303 -4.4949
H -6.3438 2.1398 -3.4187
H -5.3205 3.5495 -0.0374
H -6.3101 2.2722 -0.8367
H -5.0778 1.9156 0.4787
H 3.9701 -0.8218 -0.9741
H 3.8481 0.6456 0.0380
H 0.2990 -2.4601 2.1059
H 0.9152 -2.6742 3.7300
H 1.3407 -1.2293 2.7779
H 5.2198 -1.8727 1.3721
H 4.9584 -0.2601 1.9872
H 1.7934 -2.3722 0.1462
H 3.3747 -3.1193 0.2518
H 3.4131 -1.0691 3.6928
H 4.9621 -1.8343 3.9457
H 4.2313 -3.8744 2.9410
H 3.0562 -3.3892 4.1743
H 2.0003 -4.1509 1.9855
```

Output
HOMO-LUMO gap = 8.78 eV
F_max = 3.41 eV/A
Calculated total energy = -977.573129 hartree
HOMO level = -8.01 eV
Total charge = 0

Löwdin charges, unit e, in atom order:
1 O 0.1016
2 O 0.0674
3 C -0.5116
4 C -0.4025
5 C -0.0356
6 C -0.0426
7 C 0.0179
8 C -0.2445
9 C -0.2289
10 C -0.2161
11 N 0.1874
12 N 0.1474
13 N -0.1649
14 C -0.0494
15 C -0.0459
16 C -0.0647
17 C -0.0622
18 C -0.1780
19 C -0.1515
20 C -0.1930
21 C -0.1834
22 C -0.3051
23 H 0.1076
24 H 0.1144
25 H 0.1213
26 H 0.1097
27 H 0.1339
28 H 0.0802
29 H 0.0621
30 H 0.0743
31 H 0.0808
32 H 0.0795
33 H 0.0780
34 H 0.1289
35 H 0.1319
36 H 0.0640
37 H 0.0791
38 H 0.0649
39 H 0.1119
40 H 0.1160
41 H 0.1299
42 H 0.1101
43 H 0.1142
44 H 0.1148
45 H 0.1057
46 H 0.1238
47 H 0.1213

(4)
C17H25N3S | the ωB97M-V functional and the def2-TZVPD basis

```
46
Properties=species:S:1:pos:R:3
N 1.2032 0.1035 3.2096
N -0.4284 -0.0328 1.5370
S 2.4578 2.6971 0.5770
C 3.4021 2.6457 2.0795
C 2.9489 1.7321 2.9635
C 0.1226 -0.4060 2.6964
C 1.7745 1.0643 2.5052
C 0.1774 0.9094 0.8454
C 1.3223 1.5253 1.2714
N -0.3299 1.2509 -0.3986
C -0.7432 -5.3862 2.9939
C -0.6178 -1.4698 3.5039
C -1.2761 0.3837 -1.1381
C -0.9593 -4.0458 3.7078
C -0.3228 -2.8923 2.9274
C 0.3239 2.5267 -4.5215
C -0.3051 3.0379 -3.2304
C 0.2335 0.9827 -4.6747
C -1.5885 2.2141 -2.9505
C -0.0044 0.2961 -3.3332
C -1.3265 0.7181 -2.6390
H 4.2883 3.2333 2.2617
H 3.3541 1.5316 3.9501
H 0.1598 2.0197 -0.8885
H 0.2747 -5.7778 3.2056
H -0.7999 -5.2592 1.8988
H -1.4848 -6.1249 3.3311
H -1.6922 -1.2694 3.5856
H -0.1998 -1.4449 4.5359
H -2.2630 0.5814 -0.6624
H -0.9963 -0.6817 -1.0227
H -2.0239 -3.8475 3.7162
H -0.5912 -4.0760 4.7128
H -0.6152 -2.8985 1.8761
H 0.7562 -3.0060 2.9322
H -0.2562 2.9630 -5.3184
H 1.3387 2.8595 -4.5361
H 0.4178 3.0279 -2.4060
H -0.5447 4.1064 -3.3478
H -0.6484 0.8004 -5.3207
H 1.1364 0.5899 -5.2054
H -2.1567 2.6219 -2.0867
H -2.1885 2.3265 -3.8701
H 0.8212 0.5327 -2.7121
H 0.0119 -0.8154 -3.4565
H -2.1628 0.1524 -3.1047
```

Output
HOMO-LUMO gap = 8.99 eV
F_max = 3.30 eV/A
Calculated total energy = -1225.252888 hartree
HOMO level = -8.32 eV
Total charge = 0

Löwdin charges, unit e, in atom order:
1 N 0.1693
2 N 0.1972
3 S 0.9858
4 C -0.3676
5 C -0.1092
6 C -0.3503
7 C -0.3337
8 C -0.3402
9 C -0.3865
10 N 0.0543
11 C -0.1199
12 C -0.1234
13 C -0.1550
14 C -0.2711
15 C -0.2217
16 C -0.1991
17 C -0.2042
18 C -0.1858
19 C -0.1554
20 C -0.1827
21 C -0.3036
22 H 0.0685
23 H 0.1175
24 H 0.0926
25 H 0.0760
26 H 0.0711
27 H 0.0673
28 H 0.1122
29 H 0.1158
30 H 0.1246
31 H 0.1229
32 H 0.0999
33 H 0.0980
34 H 0.1038
35 H 0.1103
36 H 0.1001
37 H 0.0962
38 H 0.0853
39 H 0.1138
40 H 0.1110
41 H 0.1176
42 H 0.1174
43 H 0.1170
44 H 0.0940
45 H 0.1261
46 H 0.1438

(5)
C17H25N5O4 | the ωB97M-V functional and the def2-TZVPD basis

```
51
Properties=species:S:1:pos:R:3
C 1.9035 1.0376 1.5458
H 2.2609 1.6630 0.7311
C 2.0281 -0.4367 1.1797
C 1.5677 -1.3401 2.3259
H 0.6624 -0.9103 2.7651
H 2.3281 -1.3553 3.1073
C 1.2608 -2.7928 1.8971
C 0.0855 -2.7068 0.9491
O 0.1748 -2.7052 -0.2680
N -1.1181 -2.5611 1.5572
H -1.2031 -2.4907 2.5602
N -2.2609 -2.1329 0.8390
C -2.1191 -0.7722 0.4533
C -2.5641 0.2380 1.2148
C -2.3068 1.6419 0.8756
O -2.7178 2.5492 1.5690
C -1.4881 1.8153 -0.3362
C -1.0668 0.7271 -1.0687
N -1.4211 -0.5331 -0.7105
H -0.9644 -1.3355 -1.1406
N -0.2792 0.8592 -2.1755
C 0.1315 2.1126 -2.6346
O 0.8299 2.2178 -3.6176
N -0.2961 3.1850 -1.9122
C -1.0963 3.1551 -0.7479
O -1.3838 4.1876 -0.1986
C 0.1338 4.4836 -2.4046
H -0.2472 4.6405 -3.4132
H 1.2221 4.5267 -2.4306
H -0.2621 5.2361 -1.7267
C 0.1664 -0.2988 -2.9274
H 0.7486 -0.9777 -2.3013
H 0.8018 0.0760 -3.7289
H -0.6824 -0.8268 -3.3654
H -3.1209 0.0410 2.1152
H -2.3679 -2.7386 0.0248
C 2.4332 -3.5113 1.2245
C 3.6462 -3.6770 2.1351
C 4.7261 -4.5186 1.4662
H 4.3491 -5.5124 1.2353
H 5.5890 -4.6223 2.1195
H 5.0515 -4.0531 0.5387
H 4.0614 -2.6993 2.3839
H 3.3377 -4.1569 3.0671
H 2.7170 -2.9701 0.3217
H 2.0871 -4.4998 0.9119
H 0.9590 -3.3536 2.7886
H 1.4268 -0.6332 0.2904
H 3.0664 -0.6591 0.9293
H 0.8669 1.3026 1.7476
H 2.4921 1.2624 2.4322
```

Output
HOMO-LUMO gap = 9.34 eV
F_max = 0.60 eV/A
Calculated total energy = -1237.600479 hartree
HOMO level = -8.89 eV
Total charge = 0

Löwdin charges, unit e, in atom order:
1 C -0.0913
2 H 0.0726
3 C -0.2419
4 C -0.1560
5 H 0.1121
6 H 0.1167
7 C -0.2415
8 C -0.4499
9 O 0.0458
10 N 0.0781
11 H 0.1522
12 N 0.0554
13 C -0.2684
14 C 0.0767
15 C -0.3813
16 O 0.0757
17 C 0.0154
18 C -0.1688
19 N 0.1751
20 H 0.1109
21 N 0.0295
22 C -0.4490
23 O 0.0878
24 N 0.0308
25 C -0.3604
26 O 0.1132
27 C -0.0014
28 H 0.0999
29 H 0.0988
30 H 0.0885
31 C 0.0023
32 H 0.0907
33 H 0.0950
34 H 0.1065
35 H 0.1234
36 H 0.1366
37 C -0.1802
38 C -0.2601
39 C -0.1096
40 H 0.0723
41 H 0.0693
42 H 0.0742
43 H 0.1030
44 H 0.1131
45 H 0.1172
46 H 0.1263
47 H 0.1479
48 H 0.0898
49 H 0.1119
50 H 0.0688
51 H 0.0765

(6)
C17H25N5O7 | the ωB97M-V functional and the def2-TZVPD basis

```
54
Properties=species:S:1:pos:R:3
O 6.0884 0.3293 -0.3843
O -5.5662 1.7065 -1.6634
O -0.0437 0.7632 -1.7327
N 3.2703 -2.5109 -0.2011
O 0.9194 -0.0114 4.6314
O -0.2861 -0.6577 2.0174
O 0.1995 -3.6850 0.2405
O -1.7043 -3.3241 2.2670
C 5.2004 -0.5056 -0.3219
C -4.5042 2.3059 -1.6295
C -1.0147 1.2611 -2.2825
C 4.5048 -2.7759 -0.5714
C 2.9438 -1.2045 0.1566
C 1.9191 0.7170 0.8439
C 3.8590 -0.1901 0.1013
C 1.6990 -0.6272 0.6507
N 5.4959 -1.8041 -0.6194
N 3.2380 0.9854 0.5020
N -1.2385 0.9546 -3.5661
N -3.3578 1.6360 -1.5290
C -4.4967 3.8182 -1.7336
C -2.3246 1.4159 -4.4323
C 0.9392 -1.3137 4.0328
C 0.3802 -1.3159 0.9257
C -0.3092 -1.5284 3.1567
C 0.5280 -2.7967 1.3225
C -0.3496 -2.9420 2.5668
C -1.5860 2.4002 -0.0391
C -1.9949 2.1766 -1.5055
H 1.7505 0.1675 5.1026
H 0.8313 -3.5387 -0.4874
H -2.2791 -3.2337 3.0434
H 4.7527 -3.7948 -0.8541
H 1.1759 1.4238 1.2032
H 6.4227 -2.0087 -0.9669
H 3.6891 1.9006 0.5318
H -0.5614 0.3193 -3.9617
H -3.4551 0.6364 -1.4370
H -3.9813 4.2404 -0.8741
H -5.5265 4.1733 -1.7434
H -4.0037 4.1159 -2.6560
H -2.4431 2.4975 -4.3549
H -2.1017 1.1607 -5.4696
H -3.2607 0.9287 -4.1514
H 0.9653 -2.0707 4.8230
H 1.8466 -1.4257 3.4306
H -0.2482 -1.2491 0.0322
H -1.2010 -1.3412 3.7627
H 1.5562 -2.9985 1.6332
H 0.0844 -3.6767 3.2528
H -0.5920 2.8478 -0.0016
H -2.2924 3.0631 0.4606
H -1.5613 1.4437 0.4875
H -1.9760 3.1421 -2.0091
```

Output
HOMO-LUMO gap = 9.13 eV
F_max = 2.71 eV/A
Calculated total energy = -1463.281576 hartree
HOMO level = -8.57 eV
Total charge = 0

Löwdin charges, unit e, in atom order:
1 O 0.0428
2 O 0.0356
3 O 0.0548
4 N 0.1177
5 O -0.0600
6 O -0.0523
7 O -0.0088
8 O -0.0026
9 C -0.4332
10 C -0.5619
11 C -0.4478
12 C -0.1237
13 C -0.1586
14 C -0.0051
15 C -0.1227
16 C -0.0902
17 N 0.1459
18 N 0.1156
19 N 0.0302
20 N 0.0966
21 C 0.0085
22 C -0.0590
23 C -0.1845
24 C -0.1987
25 C -0.2331
26 C -0.2532
27 C -0.2476
28 C -0.0259
29 C -0.2574
30 H 0.0929
31 H 0.0893
32 H 0.0988
33 H 0.1222
34 H 0.1319
35 H 0.1596
36 H 0.1661
37 H 0.1438
38 H 0.1636
39 H 0.0757
40 H 0.0879
41 H 0.0757
42 H 0.0802
43 H 0.0865
44 H 0.0821
45 H 0.1228
46 H 0.1237
47 H 0.1518
48 H 0.1606
49 H 0.1380
50 H 0.1530
51 H 0.0784
52 H 0.0770
53 H 0.0816
54 H 0.1356